Computed, not measured: 3 unconnected molecules or ions with the total composition C24H42BN2O9S2 in a non-equilibrium geometry, with wB97M-V/def2-TZVPD.

strongest force on any atom: 1.80 eV/Å
gap between HOMO and LUMO: 7.583 eV
net charge: +1

Geometry as XYZ:
```
80
C24H42BN2O9S2, DFT wB97M-V/def2-TZVPD
C -8.53 2.64 1.66
C -7.30 2.09 0.90
O -7.63 1.00 0.01
B -6.65 0.08 -0.19
O -6.95 -1.28 -0.26
C -5.10 0.53 -0.32
C -4.71 1.68 -0.97
C -3.35 2.04 -1.02
C -2.99 3.34 -1.72
C -1.89 3.21 -2.82
C -0.66 4.09 -2.60
O 0.46 3.52 -3.32
C 1.63 3.74 -2.62
C 2.43 2.53 -2.13
O 2.04 4.85 -2.38
C -2.41 1.19 -0.40
C -0.94 1.53 -0.39
C -0.30 1.22 0.99
O -0.96 1.22 2.01
N 1.12 1.00 0.94
C 1.51 -0.19 1.74
C 1.69 2.25 1.54
C -2.88 0.05 0.20
N -4.18 -0.27 0.25
H -8.50 3.73 1.61
H -9.48 2.22 1.31
H -8.41 2.39 2.72
H -6.51 1.86 1.63
H -6.90 2.91 0.28
H -6.84 -1.63 0.64
H -5.44 2.33 -1.45
H -2.69 4.11 -0.98
H -3.93 3.73 -2.16
H -2.37 3.50 -3.77
H -1.65 2.14 -2.93
H -0.37 4.20 -1.55
H -0.88 5.10 -3.00
H 2.86 2.68 -1.14
H 1.76 1.66 -2.14
H 3.24 2.30 -2.84
H -0.85 2.62 -0.50
H -0.36 1.09 -1.21
H 2.33 0.07 2.44
H 0.70 -0.61 2.35
H 1.86 -0.99 1.08
H 1.22 2.43 2.52
H 2.78 2.19 1.62
H 1.37 3.07 0.88
H -2.17 -0.60 0.71
H -4.49 -1.11 0.72
C 6.53 -2.73 3.15
C 6.64 -2.28 1.69
C 5.25 -1.80 1.25
S 4.44 -1.20 2.74
O 3.31 -2.06 3.02
O 4.32 0.24 2.67
C 5.76 -1.62 3.87
H 7.51 -2.88 3.60
H 5.98 -3.67 3.21
H 7.36 -1.46 1.61
H 6.99 -3.09 1.05
H 5.32 -0.99 0.53
H 4.66 -2.61 0.85
H 5.34 -1.93 4.82
H 6.38 -0.73 4.00
C 0.73 -3.72 -0.87
C 0.49 -4.43 -2.21
C 1.84 -4.50 -2.95
S 3.10 -4.52 -1.67
O 3.87 -3.30 -1.77
O 3.72 -5.82 -1.63
C 1.98 -4.36 -0.28
H -0.12 -3.82 -0.20
H 0.91 -2.65 -1.05
H 0.12 -5.44 -2.03
H -0.26 -3.91 -2.82
H 1.92 -5.40 -3.55
H 2.00 -3.62 -3.57
H 2.45 -3.77 0.50
H 1.77 -5.37 0.09
```

---

Computed, not measured: a molecular structure, C19H44ClF3O3P2STc in a non-equilibrium geometry, with wB97M-V/def2-TZVPD.

energy relative to the best compared isomer or geometry (same formula, charge and spin): 101.2 kcal/mol
strongest force on any atom: 4.89 eV/Å
spin multiplicity: 4
gap between HOMO and LUMO (spin up / spin down): 5.996 / 4.460 eV

Geometry as XYZ:
```
74
C19H44ClF3O3P2STc, DFT wB97M-V/def2-TZVPD
Tc 0.33 -0.25 -0.01
P -0.05 -2.33 -0.50
C 0.95 -3.10 -1.87
C 0.29 -3.50 0.94
C -1.79 -2.59 -1.11
C 2.35 -2.49 -2.06
H 0.34 -2.84 -2.76
C 1.07 -4.63 -1.80
H 1.86 -4.94 -1.10
H 1.37 -4.98 -2.80
H 0.14 -5.14 -1.55
H 2.30 -1.53 -2.59
H 2.97 -3.17 -2.65
H 2.86 -2.31 -1.10
H -1.75 -2.03 -2.06
C -2.84 -1.93 -0.23
C -2.19 -4.04 -1.38
H -1.74 -4.42 -2.31
H -3.28 -4.07 -1.51
H -1.94 -4.71 -0.54
H -2.40 -1.17 0.43
H -3.39 -2.64 0.40
H -3.57 -1.37 -0.84
C 1.72 -3.32 1.45
H 0.19 -4.50 0.51
C -0.73 -3.37 2.06
H 2.47 -3.70 0.76
H 1.82 -3.84 2.41
H 1.92 -2.26 1.67
H -0.91 -2.32 2.33
H -0.34 -3.84 2.97
H -1.69 -3.85 1.83
Cl 0.83 -0.37 2.20
H 1.77 -0.22 -0.69
H -1.10 -0.16 -0.93
P 0.52 2.49 -0.33
C -0.56 3.23 -1.57
C 0.59 3.54 1.18
C 2.26 2.63 -1.21
C -1.96 2.63 -1.60
H -0.06 3.02 -2.53
C -0.65 4.73 -1.36
H -1.32 4.98 -0.53
H -1.10 5.16 -2.27
H 0.31 5.24 -1.23
H -1.98 1.66 -2.12
H -2.65 3.31 -2.11
H -2.38 2.46 -0.60
H 2.07 2.16 -2.19
C 3.43 1.89 -0.55
C 2.65 4.09 -1.48
H 2.06 4.55 -2.27
H 3.70 4.14 -1.81
H 2.59 4.72 -0.58
H 3.12 1.16 0.20
H 4.15 2.58 -0.08
H 3.99 1.33 -1.32
C -0.72 3.41 1.90
H 0.69 4.54 0.75
C 1.76 3.21 2.09
H -1.55 3.91 1.39
H -0.65 3.69 2.96
H -0.99 2.36 1.98
H 1.82 2.14 2.35
H 1.56 3.75 3.02
H 2.72 3.56 1.70
F -4.09 -0.50 3.92
C -3.05 -0.94 3.24
F -2.04 -1.21 4.09
F -3.40 -2.10 2.65
S -2.45 0.51 2.08
O -3.54 0.98 1.19
O -2.12 1.40 3.17
O -0.59 1.52 0.30
```

---

Computed, not measured: 2 unconnected molecules or ions with the total composition CHFO in a non-equilibrium geometry, with wB97M-V/def2-TZVPD.

energy relative to the best compared isomer or geometry (same formula, charge and spin): 56.3 kcal/mol
strongest force on any atom: 4.47 eV/Å
gap between HOMO and LUMO: 10.252 eV

Geometry as XYZ:
```
4
CHFO, DFT wB97M-V/def2-TZVPD
C 0.20 -0.05 0.04
O 0.62 -1.14 -0.02
F 0.84 1.08 -0.02
H -1.66 0.12 -0.01
```

---

Computed, not measured: 3 unconnected molecules or ions with the total composition C8H25BO4PS in a non-equilibrium geometry, with wB97M-V/def2-TZVPD.

strongest force on any atom: 1.45 eV/Å
gap between HOMO and LUMO: 8.566 eV
net charge: +1

Geometry as XYZ:
```
40
C8H25BO4PS, DFT wB97M-V/def2-TZVPD
C -0.95 -5.41 -0.72
P -2.19 -4.07 -0.85
C -3.33 -4.66 -2.16
S -0.98 -2.49 -1.74
B -1.82 -0.79 -1.60
O -2.06 -0.31 -0.41
O -2.11 -0.14 -2.73
H -1.15 -5.93 0.21
H 0.05 -5.02 -0.63
H -1.02 -6.10 -1.55
H -4.27 -4.15 -2.06
H -2.91 -4.54 -3.14
H -3.48 -5.71 -1.98
H -0.92 -2.78 -3.06
H -1.24 -0.37 0.14
H -1.39 -0.28 -3.37
C 3.27 -0.87 0.60
C 1.92 -0.38 0.09
C 2.03 1.02 -0.48
O 0.94 -0.40 1.14
H 3.64 -0.22 1.39
H 3.18 -1.87 1.02
H 4.01 -0.89 -0.20
H 1.55 -1.07 -0.67
H 2.35 1.72 0.29
H 1.05 1.37 -0.84
H 2.73 1.07 -1.31
H 1.24 0.21 1.84
C -0.32 4.91 3.02
C 0.66 4.24 2.07
C 0.38 4.63 0.62
O 0.59 2.82 2.21
H -1.34 4.59 2.80
H -0.11 4.62 4.05
H -0.27 5.99 2.95
H 1.68 4.53 2.33
H -0.63 4.31 0.33
H 1.08 4.14 -0.05
H 0.45 5.71 0.48
H -0.30 2.54 1.99
```

---

Computed, not measured: a molecular structure, C58H47ClGeN4O3P2PdSTe in a non-equilibrium geometry, with wB97M-V/def2-TZVPD.

energy relative to the best compared isomer or geometry (same formula, charge and spin): 10.5 kcal/mol
strongest force on any atom: 1.10 eV/Å
spin multiplicity: 2
gap between HOMO and LUMO (spin up / spin down): 7.129 / 5.095 eV
net charge: -1

Geometry as XYZ:
```
119
C58H47ClGeN4O3P2PdSTe, DFT wB97M-V/def2-TZVPD
Pd -0.13 -1.07 -0.36
Te 1.07 2.39 3.30
C 1.61 1.66 5.25
C 0.80 1.99 6.32
C 1.13 1.49 7.57
N 2.18 0.71 7.81
C 2.96 0.40 6.76
C 2.72 0.85 5.47
C 0.29 0.73 2.39
P -1.26 0.94 1.45
C -2.44 -0.23 2.21
C -2.29 -0.83 3.46
C -3.25 -1.73 3.92
C -4.35 -2.04 3.13
C -4.49 -1.46 1.87
C -3.54 -0.56 1.43
C -1.94 2.50 2.14
C -2.41 2.62 3.45
C -2.87 3.84 3.93
C -2.86 4.96 3.11
C -2.40 4.86 1.80
C -1.94 3.63 1.32
P 1.33 -0.48 1.49
C 1.70 -1.86 2.63
C 2.33 -2.99 2.11
C 2.65 -4.05 2.95
C 2.34 -4.00 4.30
C 1.70 -2.88 4.82
C 1.38 -1.82 3.98
C 2.97 0.33 1.35
C 4.07 -0.04 2.11
C 5.27 0.65 1.99
C 5.39 1.71 1.11
C 4.29 2.09 0.35
C 3.09 1.42 0.48
H -0.07 2.62 6.20
H 0.51 1.72 8.43
H 3.82 -0.23 6.97
H 3.39 0.57 4.67
H -1.41 -0.62 4.06
H -3.13 -2.20 4.89
H -5.08 -2.75 3.48
H -5.32 -1.72 1.23
H -3.62 -0.14 0.43
H -2.43 1.75 4.09
H -3.24 3.91 4.95
H -3.22 5.91 3.48
H -2.40 5.73 1.16
H -1.58 3.55 0.30
H 2.54 -3.05 1.05
H 3.13 -4.93 2.53
H 2.59 -4.83 4.95
H 1.44 -2.84 5.87
H 0.86 -0.95 4.38
H 4.00 -0.89 2.79
H 6.13 0.35 2.59
H 6.33 2.23 1.00
H 4.38 2.91 -0.36
H 2.24 1.74 -0.11
Cl -0.17 -4.18 0.21
C -0.88 -2.61 0.74
H -0.61 -2.51 1.79
H -1.96 -2.74 0.70
C -6.02 -3.54 -0.71
C -5.96 -2.35 -1.42
C -4.73 -1.83 -1.83
C -3.53 -2.48 -1.53
C -3.61 -3.70 -0.84
C -4.83 -4.22 -0.43
Ge -1.75 -1.78 -2.04
C -1.01 -3.22 -3.15
C 0.38 -3.30 -3.31
C 0.95 -4.31 -4.08
C 0.14 -5.26 -4.69
C -1.24 -5.19 -4.53
C -1.80 -4.17 -3.77
C -2.08 -0.27 -3.29
C -1.47 -0.22 -4.54
C -1.62 0.90 -5.37
C -2.40 1.97 -4.96
C -3.03 1.92 -3.73
C -2.87 0.82 -2.90
H -6.97 -3.95 -0.40
H -6.88 -1.82 -1.67
H -4.72 -0.91 -2.40
H -2.71 -4.26 -0.63
H -4.86 -5.16 0.11
H 1.01 -2.57 -2.82
H 2.03 -4.35 -4.19
H 0.59 -6.05 -5.28
H -1.87 -5.93 -5.01
H -2.88 -4.13 -3.66
H -0.85 -1.04 -4.87
H -1.12 0.92 -6.33
H -2.52 2.83 -5.61
H -3.65 2.76 -3.40
H -3.34 0.82 -1.92
O 6.89 4.11 -6.27
S 6.50 3.90 -4.89
O 6.77 2.58 -4.37
O 6.82 4.99 -3.98
C 4.65 4.01 -4.93
N 4.13 5.03 -5.62
C 2.80 5.12 -5.58
C 2.01 4.24 -4.86
C 2.65 3.23 -4.18
N 3.98 3.11 -4.23
C 1.96 2.24 -3.34
C 2.58 1.05 -3.02
C 1.94 0.15 -2.19
N 0.74 0.39 -1.66
C 0.13 1.53 -1.97
C 0.70 2.48 -2.80
H 2.36 5.93 -6.15
H 0.93 4.34 -4.87
H 3.57 0.85 -3.41
H 2.41 -0.78 -1.91
H -0.82 1.70 -1.49
H 0.16 3.40 -3.00
```

---

Computed, not measured: a molecular structure, C31H72F6N2O14S8 in a non-equilibrium geometry, with wB97M-V/def2-TZVPD.

strongest force on any atom: 2.86 eV/Å
gap between HOMO and LUMO: 7.766 eV

Geometry as XYZ:
```
133
C31H72F6N2O14S8, DFT wB97M-V/def2-TZVPD
C -3.03 3.28 2.79
C -3.15 4.63 2.04
C -2.01 4.89 1.06
C -1.72 3.74 0.09
N -0.95 4.16 -1.12
C -1.85 4.96 -2.06
C -1.34 4.79 -3.49
C -0.48 3.51 -3.44
C -0.71 2.94 -2.03
C 0.33 4.84 -0.81
H -3.98 2.95 3.21
H -2.26 3.39 3.56
H -2.58 2.45 2.24
H -3.15 5.36 2.85
H -4.11 4.66 1.53
H -1.11 5.00 1.67
H -2.26 5.83 0.56
H -2.56 3.16 -0.28
H -1.12 2.97 0.58
H -1.81 5.99 -1.71
H -2.85 4.60 -1.81
H -0.70 5.65 -3.70
H -2.11 4.81 -4.26
H 0.56 3.68 -3.69
H -0.89 2.75 -4.11
H 0.14 2.43 -1.61
H -1.65 2.39 -1.99
H 0.98 4.98 -1.67
H 0.82 4.11 -0.16
H 0.21 5.73 -0.21
C 1.10 -0.53 -1.19
F 1.03 0.53 -1.99
F 0.61 -1.61 -1.82
F 2.33 -0.85 -0.85
S 0.06 -0.30 0.40
O -0.16 -1.59 0.97
O 0.90 0.60 1.16
N -1.31 0.46 -0.27
S -2.58 -0.37 0.09
O -2.72 -1.66 -0.54
O -2.83 -0.36 1.51
C -4.01 0.63 -0.63
F -3.76 1.01 -1.89
F -5.09 -0.13 -0.64
F -4.24 1.73 0.10
C 7.59 -2.16 -0.17
S 6.95 -2.46 -1.85
O 7.32 -1.29 -2.71
C 5.21 -2.18 -1.50
H 7.14 -1.31 0.33
H 8.68 -2.04 -0.17
H 7.44 -3.04 0.46
H 5.09 -1.22 -0.99
H 4.74 -2.94 -0.87
H 4.76 -2.07 -2.49
C -4.23 -2.72 3.18
S -5.71 -2.03 2.39
O -6.74 -2.51 3.38
C -5.62 -0.26 2.85
H -4.23 -3.82 3.17
H -4.20 -2.60 4.26
H -3.29 -2.43 2.72
H -4.66 0.07 3.24
H -6.34 0.04 3.62
H -5.90 0.30 1.96
C -0.05 -4.59 -1.06
S 1.54 -4.96 -0.18
O 2.43 -3.75 -0.31
C 0.84 -4.85 1.51
H 0.21 -4.08 -1.99
H -0.71 -3.98 -0.44
H -0.52 -5.53 -1.34
H 1.65 -4.64 2.21
H 0.45 -5.84 1.75
H 0.04 -4.13 1.67
C 4.60 5.10 -0.39
S 4.30 3.57 0.59
O 3.28 3.98 1.60
C 3.35 2.73 -0.72
H 5.48 5.62 -0.01
H 3.69 5.70 -0.36
H 4.82 4.93 -1.44
H 2.44 2.21 -0.41
H 3.90 2.04 -1.37
H 2.95 3.36 -1.53
C -8.42 -0.66 -0.04
S -9.63 -1.76 -0.76
O -9.02 -2.42 -1.97
C -9.63 -3.07 0.54
H -8.93 -0.03 0.70
H -8.01 0.07 -0.73
H -7.61 -1.23 0.42
H -9.91 -3.98 0.01
H -10.30 -2.96 1.39
H -8.61 -3.21 0.87
C -0.20 1.45 4.54
S -0.62 0.01 5.58
O -2.01 -0.35 5.13
C 0.56 -1.11 4.68
H 0.65 2.03 4.89
H -1.10 2.06 4.53
H -0.08 1.05 3.53
H 1.53 -0.63 4.75
H 0.13 -1.22 3.68
H 0.53 -2.10 5.14
O 4.09 -1.50 3.85
C 4.83 -0.87 3.13
O 5.98 -0.32 3.49
C 6.50 -0.45 4.82
C 6.94 -1.87 5.13
C 4.51 -0.73 1.67
H 5.84 -0.01 5.57
H 7.37 0.21 4.80
H 7.53 -2.38 4.36
H 6.11 -2.55 5.29
H 7.57 -1.78 6.01
H 5.41 -0.38 1.17
H 3.64 -0.08 1.57
H 4.29 -1.72 1.27
O 0.21 -4.90 -7.92
C 0.92 -3.94 -8.03
O 1.19 -3.05 -7.06
C 0.72 -3.29 -5.73
C 1.57 -2.46 -4.78
C 1.65 -3.58 -9.30
H 0.77 -4.34 -5.46
H -0.34 -3.02 -5.66
H 1.24 -1.43 -4.78
H 2.65 -2.56 -4.92
H 1.41 -2.87 -3.78
H 1.11 -4.04 -10.12
H 2.66 -3.94 -9.14
H 1.61 -2.50 -9.40
```

---

Question: Which of these has the highest strongest force on any atom?
Answer: C19H44ClF3O3P2STc